1.
Molecular formula: C3H7ClOS
Method: DFT, ωB97M-V/def2-TZVPD

```
13
C3H7ClOS, DFT ωB97M-V/def2-TZVPD
O 1.358 0.881 1.125
C 0.251 0.100 1.333
C -0.221 -0.714 0.158
Cl -1.517 -1.789 0.756
C -0.828 0.197 -0.958
S 0.525 1.093 -1.745
H 1.823 0.580 0.312
H -0.550 0.790 1.688
H 0.457 -0.559 2.135
H 0.576 -1.305 -0.218
H -1.375 -0.310 -1.723
H -1.564 0.947 -0.530
H 1.066 0.089 -2.333
```

The calculation puts the largest force on an atom at 2.51 eV/Å. The calculation puts the total energy at -1052.10201 a.u. For the HOMO energy, the calculation gives -9.33 eV. As for the LUMO energy: 0.629 eV. The value obtained for the relative energy (zero: lowest compared OMol25 entry of this formula, charge and spin) is 14.4 kcal per mole. Its orbital gap is 9.961 eV.



2.
Molecular formula: C3H7ClS
Method: DFT, ωB97M-V/def2-TZVPD

```
12
C3H7ClS, DFT ωB97M-V/def2-TZVPD
C -1.766 0.769 0.252
C 1.191 1.088 -0.544
C 0.787 -1.569 0.262
S 0.717 0.214 0.743
Cl -3.420 0.394 0.494
H -1.422 0.685 -0.700
H -1.405 1.706 0.819
H 1.731 1.942 -0.429
H 0.956 0.697 -1.543
H 1.817 -1.902 0.370
H 0.388 -2.158 1.000
H 0.428 -1.867 -0.724
```

The calculation puts the largest force on an atom at 4.32 eV/Å. The calculation puts the total energy at -976.72122 a.u. For the HOMO energy (alpha / beta), the calculation gives -7.40 / -7.81 eV. As for the LUMO energy (alpha / beta): 0.294 / 0.031 eV. The value obtained for the relative energy (zero: lowest compared OMol25 entry of this formula, charge and spin) is 95.9 kcal per mole. Its orbital gap (alpha / beta) is 7.697 / 7.839 eV.



3.
Molecular formula: C3H7ClS
Method: DFT, ωB97M-V/def2-TZVPD

```
12
C3H7ClS, DFT ωB97M-V/def2-TZVPD
S 2.287 -0.620 -0.038
C 1.338 0.864 0.218
C -0.022 0.794 -0.439
C -0.945 0.099 0.510
Cl -2.565 -0.311 -0.112
H 3.435 -0.161 -0.510
H 1.811 1.809 -0.123
H 1.024 0.908 1.236
H 0.134 0.343 -1.407
H -0.255 1.874 -0.600
H -1.004 0.632 1.396
H -0.358 -0.728 0.777
```

The calculation puts the largest force on an atom at 2.42 eV/Å. The calculation puts the total energy at -976.85453 a.u. For the HOMO energy, the calculation gives -9.27 eV. As for the LUMO energy: 0.779 eV. The value obtained for the relative energy (zero: lowest compared OMol25 entry of this formula, charge and spin) is 12.2 kcal per mole. Its orbital gap is 10.047 eV.



4.
Molecular formula: C3H7ClS2
Method: DFT, ωB97M-V/def2-TZVPD

```
13
C3H7ClS2, DFT ωB97M-V/def2-TZVPD
S -2.605 -0.982 -0.099
C -0.907 -0.686 0.460
C -0.321 0.435 -0.366
Cl -1.225 1.914 0.015
C 1.109 0.827 -0.055
S 2.166 -0.633 -0.075
H -2.365 -2.137 -0.738
H -0.899 -0.324 1.486
H -0.320 -1.615 0.356
H -0.438 0.316 -1.419
H 1.417 1.614 -0.708
H 1.008 1.351 0.851
H 3.379 -0.079 0.293
```

The calculation puts the largest force on an atom at 1.89 eV/Å. The calculation puts the total energy at -1375.05449 a.u. For the HOMO energy, the calculation gives -9.32 eV. As for the LUMO energy: 0.622 eV. The value obtained for the relative energy (zero: lowest compared OMol25 entry of this formula, charge and spin) is 1.3 kcal per mole. Its orbital gap is 9.947 eV.



5.
Molecular formula: C3H7CuINO
Method: DFT, ωB97M-V/def2-TZVPD

```
14
C3H7CuINO, DFT ωB97M-V/def2-TZVPD
Cu 22.320 -10.013 -11.177
I 21.762 -12.760 -10.505
C 25.495 -10.401 -14.347
C 24.447 -11.042 -13.493
O 23.713 -10.346 -12.796
N 24.236 -12.341 -13.490
C 24.730 -13.341 -14.400
H 25.245 -10.419 -15.407
H 26.486 -10.842 -14.240
H 25.612 -9.352 -14.076
H 23.554 -12.607 -12.795
H 25.667 -13.772 -14.044
H 24.902 -12.980 -15.414
H 23.960 -14.113 -14.386
```

The calculation puts the largest force on an atom at 2.95 eV/Å. The calculation puts the total energy at -2186.40686 a.u. For the HOMO energy (alpha / beta), the calculation gives -13.68 / -13.68 eV. As for the LUMO energy (alpha / beta): -4.826 / -7.875 eV. As for the expectation value of S²: 0.75. The total charge is +1. The value obtained for the relative energy (zero: lowest compared OMol25 entry of this formula, charge and spin) is 2.2 kcal per mole. Its orbital gap (alpha / beta) is 8.858 / 5.809 eV. As for the multiplicity: 2.



6.
Molecular formula: C3H7F6N4O
Method: DFT, ωB97M-V/def2-TZVPD

```
21
C3H7F6N4O, DFT ωB97M-V/def2-TZVPD
C 1.849 -0.467 1.746
C -0.934 0.361 -0.843
C 0.081 -0.569 0.044
N -2.156 0.591 0.005
N -0.514 -1.740 0.624
N 0.892 -1.214 -1.069
N -0.251 1.661 -1.296
O 0.834 0.198 0.896
F -3.152 1.095 -0.793
F -1.780 1.601 0.883
F -1.639 -2.171 -0.076
F -1.022 -1.326 1.829
F 1.805 -2.024 -0.423
F 1.666 -0.191 -1.617
H 1.655 -1.480 1.773
H 1.684 0.199 2.611
H 2.815 -0.339 1.452
H -1.387 -0.165 -1.654
H 0.722 1.584 -1.658
H -0.812 2.160 -1.983
H -0.358 2.236 -0.449
```

The calculation puts the largest force on an atom at 10.93 eV/Å. The calculation puts the total energy at -1011.04734 a.u. For the HOMO energy (alpha / beta), the calculation gives -9.96 / -15.03 eV. As for the LUMO energy (alpha / beta): -3.883 / -7.281 eV. As for the expectation value of S²: 2.01. The total charge is +1. The value obtained for the relative energy (zero: lowest compared OMol25 entry of this formula, charge and spin) is 16.4 kcal per mole. Its orbital gap (alpha / beta) is 6.077 / 7.752 eV. As for the multiplicity: 3.



7.
Molecular formula: C3H7FN3
Method: DFT, ωB97M-V/def2-TZVPD

```
14
C3H7FN3, DFT ωB97M-V/def2-TZVPD
C -1.974 0.017 -0.309
C -0.579 0.070 0.064
N -0.154 1.019 0.791
N 0.102 -0.988 -0.314
N 1.483 -1.133 -0.206
C 2.457 -0.362 -0.041
F 2.467 0.948 0.106
H -2.506 -0.761 0.336
H -2.471 0.915 0.051
H -2.176 -0.145 -1.380
H -0.680 1.927 0.836
H 0.862 1.033 1.114
H -0.229 -1.671 -0.957
H 3.399 -0.869 -0.091
```

The calculation puts the largest force on an atom at 4.46 eV/Å. The calculation puts the total energy at -382.34809 a.u. For the HOMO energy, the calculation gives -14.96 eV. As for the LUMO energy: -3.836 eV. The total charge is +1. The value obtained for the relative energy (zero: lowest compared OMol25 entry of this formula, charge and spin) is 28.3 kcal per mole. Its orbital gap is 11.124 eV.



8.
Molecular formula: C3H7FN3
Method: DFT, ωB97M-V/def2-TZVPD

```
14
C3H7FN3, DFT ωB97M-V/def2-TZVPD
H -0.393 -2.957 -0.023
N -0.215 -1.981 0.165
C 0.655 -1.501 -0.629
C 1.078 -0.096 -0.322
F 1.612 0.705 -1.341
C -0.309 0.715 0.241
N -1.201 0.114 0.976
N -0.399 1.997 -0.146
H 1.206 -1.819 -1.481
H 1.642 0.052 0.672
H -0.989 -1.045 0.950
H -1.888 0.590 1.561
H 0.359 2.571 -0.444
H -1.158 2.655 -0.179
```

The calculation puts the largest force on an atom at 5.13 eV/Å. The calculation puts the total energy at -382.35196 a.u. For the HOMO energy, the calculation gives -15.10 eV. As for the LUMO energy: -4.149 eV. The total charge is +1. The value obtained for the relative energy (zero: lowest compared OMol25 entry of this formula, charge and spin) is 25.8 kcal per mole. Its orbital gap is 10.947 eV.